Entry 1:
# C46H75BBeBr3F4I2N2O13S2

C46H75BBeBr3F4I2N2O13S2 as an isolated structure (ωB97M-V/def2-TZVPD, the Open Molecules 2025 dataset).

Summary:
- total energy (eV) = -338454.0881
- net charge = -1
- E_HOMO (eV) = -4.5163
- HOMO-LUMO gap (eV) = 1.7
- maximum force (eV/A) = 3.8

Structure (XYZ):
```
149
Properties=species:S:1:pos:R:3:forces:R:3
C -3.3398 -0.8090 4.2086 -0.2 0.1 0.1
C -4.3228 -1.2082 3.1019 0.0 0.3 0.2
C -5.1842 -0.0157 2.6310 0.2 -1.0 -0.3
C -4.6137 0.5814 1.3618 0.1 0.6 0.5
C -5.1963 1.9351 0.9471 0.7 -0.1 -0.4
C -4.1747 3.1071 1.0156 -0.8 -0.5 0.0
C -4.7580 4.3506 1.6954 0.7 0.2 0.7
C -4.0657 4.7249 3.0232 0.1 -0.1 -0.3
C -2.5462 4.8030 2.9490 -0.3 0.5 -0.1
C -2.0060 5.7772 1.8950 0.6 -0.3 0.2
C -0.5975 5.3520 1.4501 -0.3 0.3 -0.3
C 0.3396 6.5184 1.1192 0.6 -0.1 0.5
C 1.3694 6.7525 2.2420 -0.2 -0.4 -0.6
C 2.3703 5.5889 2.2398 0.4 0.5 0.0
C 3.6799 5.9021 1.4918 -0.4 -1.1 0.3
C 4.7996 4.9948 2.0192 -0.4 1.0 -0.4
C 6.0497 5.0317 1.1217 -0.3 -0.6 0.6
C 6.4633 3.6020 0.7630 -0.2 0.6 -0.1
C 5.5045 3.1008 -0.3047 0.0 -0.3 0.3
C 5.9468 1.8280 -1.0035 -0.2 -0.2 0.5
C 4.8471 1.1743 -1.8821 0.6 0.4 0.7
C 5.5289 0.5946 -3.1140 -0.6 0.1 -0.6
O 3.9552 2.2437 -2.2325 -0.7 0.4 -0.7
C 2.7685 2.1868 -1.5845 -1.8 1.6 0.1
O 1.8977 3.0537 -1.5999 2.7 -2.6 0.1
O 2.6894 0.9938 -0.9113 -0.3 1.4 0.0
C 3.8301 0.2126 -1.1847 0.1 -1.7 0.0
C 3.3263 -0.8972 -2.1332 0.0 0.3 -0.6
C 2.5608 -0.3875 -3.3532 -0.1 -0.2 0.4
F 2.7460 -1.3088 -4.3796 0.0 -0.1 -0.2
C 4.2318 -0.5607 0.1008 0.9 0.5 -0.1
I 4.3257 0.7013 1.8513 -0.9 0.1 0.0
C 5.4740 -1.4981 -0.1344 -0.9 0.0 0.6
C 5.0139 -2.9417 -0.2530 -0.1 -0.2 -0.1
I 6.8265 -1.4792 1.5309 0.9 -0.4 -0.4
H -2.3118 -1.0146 3.9316 0.2 0.0 0.0
H -3.4188 0.2887 4.3783 0.4 -0.2 0.0
H -3.5341 -1.3180 5.1482 0.0 -0.2 0.1
H -3.7297 -1.5803 2.2593 -0.1 -0.2 -0.3
H -4.9656 -2.0213 3.4236 -0.1 -0.2 0.0
H -5.1651 0.7452 3.4051 -0.1 0.3 0.0
H -6.1972 -0.3633 2.4380 -0.3 0.2 0.1
H -4.8094 -0.2030 0.5729 -0.2 0.0 -0.1
H -3.5318 0.6302 1.4891 0.2 0.1 -0.2
H -5.5368 1.8692 -0.0835 -0.4 0.0 -0.1
H -6.0545 2.1384 1.5759 -0.2 0.1 0.1
H -3.8893 3.3256 -0.0113 0.2 0.2 -0.1
H -3.2970 2.7333 1.5274 0.2 0.1 0.3
H -5.8042 4.1877 1.9308 -0.3 0.1 -0.2
H -4.6945 5.2223 1.0538 -0.2 0.1 -0.4
H -4.3391 3.9813 3.7677 0.1 -0.1 0.2
H -4.4409 5.7003 3.3390 -0.2 0.1 0.1
H -2.1788 5.1464 3.9158 0.1 -0.1 0.2
H -2.1169 3.8170 2.8255 -0.1 -0.3 -0.1
H -1.9271 6.7729 2.3331 -0.2 0.2 0.0
H -2.6516 5.8600 1.0269 -0.2 0.0 -0.1
H -0.1906 4.7365 2.2473 0.3 0.0 0.1
H -0.6524 4.6997 0.5813 -0.2 -0.2 -0.1
H 0.9373 6.2822 0.2404 -0.1 0.0 -0.3
H -0.2094 7.4321 0.9052 -0.2 0.1 0.0
H 1.9130 7.6718 2.0351 0.0 0.3 0.2
H 0.8682 6.8546 3.2011 -0.1 0.0 0.2
H 1.9422 4.7375 1.7198 -0.2 -0.3 0.1
H 2.6076 5.2476 3.2458 0.0 0.1 0.2
H 3.5193 5.6089 0.4557 0.1 0.4 -0.4
H 3.9482 6.9521 1.5494 0.1 0.2 0.0
H 5.0141 5.3438 3.0259 0.2 -0.2 0.3
H 4.3675 3.9976 2.0838 0.2 -0.2 0.1
H 6.8369 5.5579 1.6506 0.3 0.2 -0.1
H 5.7801 5.5509 0.2071 0.3 0.3 -0.1
H 6.3445 3.0252 1.6763 0.3 -0.4 0.0
H 7.4989 3.5386 0.4322 0.2 0.0 -0.1
H 4.5471 2.9370 0.1805 -0.3 0.1 -0.1
H 5.3504 3.8822 -1.0410 0.0 0.1 -0.2
H 6.8156 2.0881 -1.5995 0.1 -0.1 -0.4
H 6.3151 1.0997 -0.2816 0.0 -0.1 0.2
H 6.4225 1.1399 -3.3823 0.1 0.2 0.1
H 5.7899 -0.4500 -3.0016 0.2 -0.1 0.2
H 4.8654 0.6473 -3.9702 -0.1 -0.1 -0.2
H 2.6506 -1.5563 -1.5999 -0.1 0.0 0.3
H 4.1366 -1.5212 -2.4918 0.2 0.0 -0.1
H 2.8901 0.5787 -3.7112 0.0 0.2 -0.1
H 1.5045 -0.3470 -3.1201 -0.3 0.1 -0.2
H 3.4122 -1.2248 0.3278 -0.3 0.1 0.2
H 6.0016 -1.2347 -1.0406 0.4 0.3 0.1
H 4.3228 -3.0748 -1.0799 -0.1 0.1 -0.2
H 4.4935 -3.2513 0.6475 0.0 -0.1 0.2
H 5.8505 -3.6107 -0.4176 0.2 -0.1 0.0
C 9.1961 -0.9468 -4.0400 -0.1 0.1 0.0
Br 8.0823 -2.4642 -4.4486 0.0 0.0 0.0
Br 8.8919 0.5050 -5.2653 0.0 0.0 0.0
Br 8.9752 -0.3911 -2.2132 0.0 0.0 0.1
H 10.2222 -1.2591 -4.1604 0.0 0.0 0.0
F -3.1339 1.9297 4.0552 -0.1 0.3 -0.2
Be -4.1241 -1.1062 -0.6761 0.5 0.4 -0.2
B -1.5901 -0.2169 -5.7287 0.3 0.1 -0.8
O -3.0057 -0.0758 -5.2504 0.1 0.0 0.4
C -3.0254 -0.1468 -3.9467 -0.3 0.0 -0.4
O -4.0050 -0.0972 -3.2461 -0.3 -0.1 0.5
C -1.5968 -0.3504 -3.4380 0.6 0.0 -0.1
O -1.2806 -0.4803 -2.2842 -0.1 -0.1 0.2
O -0.7895 -0.3895 -4.4734 -0.3 0.0 0.3
F -1.1923 0.9112 -6.4093 0.0 0.0 0.1
F -1.4703 -1.3462 -6.5282 0.0 -0.1 0.1
C -5.9515 -3.9656 -0.5634 0.2 0.0 0.1
N -4.9552 -4.8930 -1.0965 -0.1 0.2 -0.2
C -5.1901 -6.2193 -1.0917 0.2 -0.2 0.1
C -4.2741 -7.0913 -1.6209 0.1 -0.1 0.2
C -3.0857 -6.6001 -2.1757 -0.2 0.1 0.0
C -2.8638 -5.2233 -2.1376 0.1 -0.1 -0.2
C -3.8112 -4.3950 -1.5955 0.0 -0.2 -0.2
C -2.1007 -7.4763 -2.8053 0.0 0.0 -0.1
C -1.6948 -7.2570 -4.1288 0.1 0.2 0.0
C -0.7346 -8.0497 -4.6949 0.0 0.1 0.1
N -0.1612 -9.0501 -3.9932 0.1 -0.1 -0.2
C -0.5468 -9.3012 -2.7221 0.0 0.1 0.0
C -1.5045 -8.5402 -2.1138 -0.1 -0.1 0.0
C 0.9044 -9.8707 -4.5934 -0.1 0.1 0.2
H -6.1995 -4.2351 0.4892 -0.6 0.2 0.1
H -6.8488 -4.0205 -1.1719 -0.1 0.1 0.1
H -5.4839 -2.9772 -0.6377 -0.4 -0.1 0.2
H -6.1287 -6.5437 -0.6667 0.0 0.1 0.0
H -4.4997 -8.1485 -1.6225 0.0 0.0 0.0
H -1.9547 -4.7880 -2.5301 0.0 0.0 0.0
H -3.6858 -3.3111 -1.5503 -0.1 0.1 0.0
H -2.1327 -6.4643 -4.7189 0.0 0.0 0.0
H -0.3985 -7.9036 -5.7101 0.1 -0.1 0.0
H -0.0518 -10.1175 -2.2170 0.1 0.0 0.0
H -1.7729 -8.7575 -1.0897 0.0 0.0 0.0
H 0.6050 -10.9152 -4.5603 0.1 0.0 0.0
H 1.8202 -9.7187 -4.0270 0.0 -0.1 0.0
H 1.0563 -9.5649 -5.6224 0.0 0.0 0.0
O -7.8303 -4.2726 1.7285 0.8 -0.4 -0.6
H -7.7640 -5.1760 1.3799 -0.3 0.0 0.2
C 1.4750 -1.0036 5.8207 0.1 0.1 0.0
S 0.1999 -2.0595 5.1202 0.0 0.1 -0.1
O -0.9510 -2.0147 6.0447 0.1 -0.2 0.2
C 1.0604 -3.6120 5.4393 0.2 -0.1 0.0
H 1.1200 0.0231 5.7633 -0.1 0.0 0.0
H 1.6465 -1.2784 6.8619 -0.1 0.0 0.0
H 2.3933 -1.1072 5.2413 0.0 0.0 0.0
H 1.2628 -3.7068 6.5066 0.0 0.0 0.0
H 1.9917 -3.6352 4.8717 0.0 0.0 0.0
H 0.4137 -4.4243 5.1143 -0.1 0.0 0.0
O -7.0542 6.2073 -0.1021 -0.1 0.5 -0.2
S -8.1134 6.0705 0.9011 -0.1 0.0 0.0
O -7.6906 6.7552 2.1263 0.4 -0.4 0.2
O -8.3324 4.6392 1.1490 -0.3 0.0 0.5
O -9.3754 6.6557 0.4442 0.0 -0.2 -0.5
```
Forces are in eV/Å.

***

Entry 2:
# C4H7ClN2

A single C4H7ClN2 molecule (ωB97M-V/def2-TZVPD, the Open Molecules 2025 dataset).

Summary:
- total energy (eV) = -19761.4752
- SMILES = C[C@H](Cl)C1(C)N=N1
- E_HOMO (eV) = -10.2354
- HOMO-LUMO gap (eV) = 10.5
- maximum force (eV/A) = 3.5

Structure (XYZ):
```
14
Properties=species:S:1:pos:R:3:forces:R:3
C -0.5052 0.8748 0.9060 -0.4 1.5 -2.7
C -1.2252 -0.1412 0.0142 -0.9 0.3 2.1
Cl -1.5783 -1.4173 1.2694 -0.2 -1.1 -0.3
C -0.3347 -0.6329 -1.0901 0.4 -0.8 2.4
C 1.0182 -1.3180 -0.5728 -0.4 -0.3 -3.5
N -1.1419 -1.0058 -2.2584 1.4 0.3 -0.4
N -0.5063 0.0512 -2.3342 -0.5 -0.4 -0.8
H -0.4482 1.8143 0.2545 0.4 -0.9 1.0
H 0.4652 0.3730 0.9617 0.1 1.0 1.0
H -1.0493 1.1348 1.8200 0.5 -0.4 -0.2
H -2.2687 0.1011 -0.2749 1.0 0.3 -0.4
H 1.0267 -2.2876 -1.1041 0.0 0.2 0.2
H 0.9760 -1.5990 0.4617 0.1 0.4 0.5
H 1.9983 -0.8579 -0.9542 -1.6 -0.1 1.0
```
Forces are in eV/Å.

***

Entry 3:
# C4HBr2F3O

A 2-piece molecular cluster, C4HBr2F3O overall (ωB97M-V/def2-TZVPD, the Open Molecules 2025 dataset).

Summary:
- total energy (eV) = -154444.6218
- E_HOMO (eV) = -9.0894
- HOMO-LUMO gap (eV) = 7.8
- maximum force (eV/A) = 3.7

Structure (XYZ):
```
11
Properties=species:S:1:pos:R:3:forces:R:3
C 0.2681 -0.9731 0.5234 -2.0 3.0 0.5
C 0.3562 -2.3903 0.6943 -0.8 -0.2 -1.1
C -0.8072 -0.4277 -0.1902 2.4 -2.4 1.2
C 3.1424 0.3727 -0.7040 0.0 0.2 0.5
O 2.1052 0.1446 -1.1997 0.5 -0.2 -0.4
F 0.9569 -0.0902 1.3784 -0.4 -1.0 -1.2
F 1.2481 -2.6797 1.5663 1.3 -0.2 1.2
F 3.3713 1.4974 -0.0233 0.2 -0.3 -0.2
Br -1.8662 -1.6382 -1.0770 -0.8 0.1 -0.7
Br 4.6958 -0.7498 -0.6255 -0.6 0.4 -0.1
H -1.1029 0.5876 -0.3180 0.2 0.6 0.3
```
Forces are in eV/Å.